Arrangement 1

Computed, not measured: a structure of composition C25H31N5OTeV, with ωB97M-V/def2-TZVPD.

Values from the calculation:
E_LUMO (spin up / spin down), eV: -0.19 / -0.35
Net charge: 0
Multiplicity: 4
Orbital gap (spin up / spin down), eV: 5.8 / 6.0
Expectation value of S²: 3.771

Last column: Löwdin spin population.
Atoms and positions in Å:
V -0.54 0.75 -0.17  2.715
C 3.68 1.09 0.98  0.010
C 2.36 0.92 0.29  0.068
N 1.22 0.98 0.89  -0.005
N 1.14 1.21 2.23  0.000
C -0.13 1.12 2.63  0.002
O -1.11 0.77 1.89  0.017
C -0.39 1.48 4.05  0.000
C -1.69 1.75 4.44  0.000
C -1.97 2.11 5.76  0.000
C -0.94 2.19 6.68  0.000
C 0.37 1.92 6.29  0.000
C 0.64 1.57 4.98  0.000
C 2.29 0.66 -1.15  0.024
C 3.43 0.46 -1.91  0.006
C 3.31 0.19 -3.27  0.018
C 2.05 0.12 -3.83  0.009
C 0.95 0.32 -3.01  0.022
N 1.05 0.58 -1.71  0.033
H 3.50 1.38 2.01  0.000
H 4.27 1.87 0.49  0.003
H 4.25 0.16 0.97  0.004
H -2.48 1.69 3.71  0.000
H -2.98 2.33 6.06  0.000
H -1.15 2.47 7.71  0.000
H 1.18 1.98 7.01  0.000
H 1.66 1.37 4.66  0.000
H 4.41 0.51 -1.45  0.000
H 4.19 0.04 -3.87  0.001
H 1.91 -0.07 -4.89  0.000
H -0.05 0.30 -3.42  0.002
N -0.62 -1.46 0.24  0.012
C -1.86 -2.05 -0.31  0.004
C -2.96 -1.00 -0.27  0.005
N -2.53 0.17 -1.04  0.025
H 0.20 -2.00 -0.02  0.003
H -0.65 -1.43 1.26  0.003
H -2.17 -2.94 0.23  0.000
H -1.66 -2.33 -1.34  0.001
H -3.11 -0.68 0.76  0.001
H -3.90 -1.44 -0.63  0.000
H -3.08 1.00 -0.84  0.003
H -2.59 0.00 -2.04  0.005
C -2.16 3.22 -6.75  0.000
C -1.95 3.30 -5.26  0.000
C -3.02 3.29 -4.38  0.000
C -2.84 3.36 -3.00  0.001
C -4.08 3.42 -2.13  0.001
C -1.54 3.43 -2.46  0.008
Te -1.25 3.46 -0.34  -0.002
C -0.45 3.49 -3.35  0.001
C 0.98 3.69 -2.91  0.001
C -0.68 3.41 -4.73  0.000
H -3.22 3.11 -7.00  0.000
H -1.62 2.38 -7.19  0.000
H -1.80 4.13 -7.25  0.000
H -4.03 3.23 -4.77  0.000
H -4.98 3.26 -2.73  0.000
H -4.15 4.39 -1.64  0.000
H -4.05 2.69 -1.33  0.001
H 1.08 3.60 -1.84  0.001
H 1.33 4.68 -3.21  0.000
H 1.63 2.95 -3.39  0.000
H 0.18 3.45 -5.40  0.000

Arrangement 2

Computed, not measured: a structure of composition C25H31N5OTeV, with ωB97M-V/def2-TZVPD.

Values from the calculation:
E_LUMO (spin up / spin down), eV: -0.09 / -0.52
Net charge: 0
Multiplicity: 4
Orbital gap (spin up / spin down), eV: 6.3 / 6.2
Expectation value of S²: 3.778

Last column: Löwdin spin population.
Atoms and positions in Å:
V 0.26 0.87 -0.63  2.626
C -3.21 -1.56 0.47  0.014
C -2.08 -0.58 0.40  0.097
N -1.33 -0.43 -0.64  -0.006
N -1.63 -1.01 -1.84  -0.010
C -1.19 -0.18 -2.78  0.015
O -0.60 0.92 -2.53  0.006
C -1.41 -0.58 -4.19  0.000
C -0.97 0.26 -5.21  0.003
C -1.15 -0.09 -6.54  0.000
C -1.77 -1.29 -6.86  0.003
C -2.21 -2.14 -5.85  0.000
C -2.03 -1.79 -4.52  0.003
C -1.78 0.38 1.46  0.039
C -2.43 0.38 2.69  0.012
C -2.16 1.38 3.61  0.029
C -1.25 2.37 3.27  0.018
C -0.64 2.32 2.03  0.031
N -0.90 1.36 1.13  0.041
H -3.59 -1.72 -0.54  0.001
H -2.86 -2.52 0.85  0.006
H -4.02 -1.21 1.11  0.002
H -0.50 1.19 -4.94  0.000
H -0.81 0.57 -7.32  0.000
H -1.91 -1.57 -7.90  0.000
H -2.69 -3.07 -6.10  0.000
H -2.37 -2.43 -3.72  0.000
H -3.13 -0.41 2.94  0.000
H -2.66 1.39 4.57  0.001
H -1.00 3.18 3.95  0.000
H 0.08 3.06 1.73  0.003
N 1.63 -0.51 -1.74  0.011
C 2.85 -0.79 -0.97  0.002
C 2.47 -0.98 0.49  0.004
N 1.71 0.19 0.96  0.018
H 1.11 -1.37 -1.94  0.003
H 1.85 -0.08 -2.63  0.003
H 3.48 0.10 -1.06  0.001
H 3.40 -1.65 -1.34  0.000
H 3.36 -1.17 1.09  0.000
H 1.82 -1.85 0.59  0.001
H 2.32 1.00 1.08  0.005
H 1.28 0.01 1.86  0.003
C 3.49 5.05 4.54  0.000
C 3.17 4.58 3.15  -0.001
C 3.94 3.62 2.51  0.000
C 3.65 3.18 1.22  0.000
C 4.61 2.21 0.58  0.001
C 2.53 3.69 0.53  0.007
Te 2.01 2.99 -1.42  0.007
C 1.77 4.69 1.16  0.000
C 0.58 5.35 0.49  0.000
C 2.10 5.11 2.44  0.000
H 4.32 4.48 4.96  0.000
H 2.63 4.94 5.21  0.000
H 3.77 6.10 4.55  0.000
H 4.80 3.21 3.02  0.000
H 5.37 1.89 1.29  0.000
H 5.10 2.67 -0.28  0.000
H 4.11 1.33 0.18  0.000
H 0.02 4.64 -0.12  0.000
H 0.92 6.14 -0.17  0.000
H -0.08 5.79 1.24  0.000
H 1.49 5.88 2.91  0.000

Winner for stability: arrangement 1

Arrangement 1

Computed, not measured: a structure of composition C11H22N6O4, with ωB97M-V/def2-TZVPD.

Values from the calculation:
E_LUMO, eV: -0.16
Net charge: 0
Orbital gap, eV: 8.3

Last column: Mulliken charge in e.
Atoms and positions in Å:
C -3.18 -1.44 -1.66  -0.418
C -2.42 -0.15 -1.31  0.785
C -3.52 -2.23 -0.42  -0.719
C -2.56 -2.36 0.81  -0.668
C -1.21 -3.05 0.29  0.459
C -0.51 0.91 -0.42  0.051
C -0.26 2.20 -1.37  0.650
C 0.85 0.22 -0.04  -1.571
C 1.75 1.51 0.49  -0.737
C 3.14 1.01 1.27  -0.640
C 3.79 3.10 1.82  0.591
H -1.41 -2.36 -2.10  0.388
H -2.14 -1.44 -3.38  0.381
H -4.04 -1.20 -2.09  0.713
H -3.44 -3.54 -0.44  0.316
H -4.39 -1.89 0.13  0.392
H -2.00 -1.56 1.44  0.180
H -3.27 -3.22 1.44  0.475
H -0.69 -5.10 -0.17  0.348
H -2.03 -4.86 1.08  0.354
H -0.50 -0.96 -1.21  0.402
H -0.95 1.02 0.69  -0.086
H 0.64 -0.57 0.54  1.023
H 1.34 -0.23 -1.01  0.381
H 2.30 2.16 -0.41  0.393
H 1.26 2.12 1.23  0.400
H 4.00 1.04 0.49  0.154
H 2.97 -0.09 1.56  0.354
H 2.32 2.23 3.09  0.391
H 3.29 4.36 3.40  0.216
H 4.88 2.16 0.31  0.182
H 4.90 3.89 0.11  0.202
H -2.05 2.41 -1.13  0.409
N -2.34 -2.17 -2.64  -0.840
N -1.04 -4.41 0.74  -0.631
N -1.13 -0.09 -1.29  0.002
N 3.43 1.93 2.41  -0.483
N 3.82 4.36 2.37  -0.723
N 4.47 3.07 0.46  -0.406
O -3.23 0.82 -0.99  -0.819
O -0.37 -2.54 -0.50  -0.809
O 0.91 2.04 -2.03  -0.586
O -1.39 2.90 -1.56  -0.455

Arrangement 2

Computed, not measured: a cluster of 3 separate species, C11H22N6O4 in total, with ωB97M-V/def2-TZVPD.

Values from the calculation:
E_LUMO, eV: -1.41
Net charge: 0
Orbital gap, eV: 7.8

Last column: Mulliken charge in e.
Atoms and positions in Å:
C -0.56 0.35 -0.67  1.104
C 0.27 -0.60 -1.55  -0.125
C 0.07 1.76 -0.81  -1.385
C -0.71 3.09 -0.33  -0.318
C -0.89 3.50 1.26  -1.015
C -0.81 6.02 1.15  0.389
C 1.42 -2.66 -1.48  -0.203
C 1.09 -3.64 -2.71  0.608
C 1.93 -3.74 -0.33  -0.658
C 0.71 -4.43 0.01  -0.270
C 0.86 -5.09 1.50  0.212
H -2.06 -0.85 0.67  0.271
H -0.41 1.19 1.48  0.292
H -1.59 0.58 -1.16  0.191
H 0.28 1.78 -1.98  0.294
H 1.07 1.69 -0.23  0.431
H -0.10 3.86 -0.70  0.438
H -1.79 3.13 -0.65  0.221
H 0.20 3.45 1.72  0.313
H -1.50 2.79 1.98  0.302
H -2.43 5.00 1.67  0.327
H 1.01 5.34 1.10  0.278
H -1.46 7.88 1.81  0.324
H -2.43 7.30 0.71  0.220
H -0.06 -1.80 -0.02  0.525
H 2.35 -1.95 -1.60  0.346
H 2.24 -3.18 0.75  0.272
H 2.80 -4.38 -0.50  0.437
H 0.20 -5.20 -0.63  0.388
H -0.17 -3.70 0.04  0.169
H -0.55 -6.64 1.36  0.239
H -0.61 -6.38 3.22  0.270
H 0.89 -2.08 -3.85  0.403
N -0.58 -0.03 0.77  -0.855
N -1.47 4.84 1.24  -0.109
N 0.49 6.28 0.91  -0.722
N -1.90 6.97 1.49  -0.589
N 0.18 -1.84 -1.01  -0.176
N -0.37 -5.90 2.15  -0.548
O 1.05 -0.23 -2.54  -0.727
O 0.88 -4.90 -2.65  -0.608
O 1.52 -4.48 2.28  -0.478
O 0.96 -3.10 -3.88  -0.480

Winner for stability: arrangement 1

Arrangement 1

Computed, not measured: the molecule C3H4N4O2, with ωB97M-V/def2-TZVPD.

Values from the calculation:
E_LUMO, eV: 0.08
Net charge: 0
Orbital gap, eV: 10.9
SMILES: [H]/N=C(/C#N)NC(=O)NO

Last column: Mulliken charge in e.
Atoms and positions in Å:
C 0.65 -1.09 0.39  0.375
C -1.06 0.69 0.22  0.449
C -1.73 1.65 1.11  0.245
H 2.22 0.47 -1.31  0.340
H 1.70 -1.76 -1.14  0.301
H -0.22 -0.23 1.91  0.311
H -1.07 0.08 -1.58  0.310
N 1.02 -1.02 -0.96  -0.283
N -0.08 -0.03 0.92  -0.126
N -1.54 0.74 -0.94  -0.567
N -2.22 2.33 1.92  -0.401
O 1.29 0.20 -1.61  -0.359
O 1.04 -2.03 1.05  -0.595

Arrangement 2

Computed, not measured: the molecule C3H4N4O2, with ωB97M-V/def2-TZVPD.

Values from the calculation:
E_LUMO, eV: 0.46
Net charge: 0
Orbital gap, eV: 10.8
SMILES: O=C(O)Cc1nn[nH]n1

Last column: Mulliken charge in e.
Atoms and positions in Å:
C 1.95 0.03 -0.05  0.533
C 0.82 -0.89 0.60  -0.402
C -0.54 -0.38 0.18  0.547
H 0.72 1.46 0.03  0.511
H 1.00 -1.90 0.23  0.259
H 0.91 -0.85 1.69  0.292
H -2.80 1.59 -0.13  0.262
N -1.50 -1.16 -0.23  -0.233
N -2.58 -0.41 -0.39  -0.478
N -2.21 0.75 -0.04  0.307
N -0.94 0.88 0.38  -0.556
O 1.70 1.31 -0.10  -0.504
O 2.96 -0.47 -0.43  -0.538

Winner for stability: arrangement 2

Arrangement 1

Computed, not measured: a structure of composition C3H4O2S, with ωB97M-V/def2-TZVPD.

Values from the calculation:
E_LUMO (spin up / spin down), eV: 0.77 / -1.68
Net charge: 0
Multiplicity: 3
Orbital gap (spin up / spin down), eV: 7.3 / 9.0
Expectation value of S²: 2.010

Last column: Löwdin spin population.
Atoms and positions in Å:
C 1.10 0.02 0.37  0.068
C 0.12 0.08 1.26  0.066
C 0.47 -0.10 -0.97  0.090
O -2.35 -1.33 -0.12  1.392
O -1.72 1.36 -0.25  0.095
S -1.13 0.08 -0.05  0.272
H 2.17 0.07 0.55  0.016
H 0.08 0.16 2.32  -0.001
H 0.64 0.72 -1.66  0.003
H 0.62 -1.06 -1.46  0.000

Arrangement 2

Computed, not measured: a cluster of 2 separate species, C3H4O2S in total, with ωB97M-V/def2-TZVPD.

Values from the calculation:
E_LUMO (spin up / spin down), eV: 0.65 / -2.24
Net charge: 0
Multiplicity: 3
Orbital gap (spin up / spin down), eV: 6.5 / 8.3
Expectation value of S²: 2.006

Last column: Löwdin spin population.
Atoms and positions in Å:
C -0.32 -2.75 -0.42  0.001
C 0.04 0.44 -0.11  0.697
C 0.23 1.84 0.51  0.182
O 0.55 -2.82 0.35  0.001
O -1.05 -0.01 -0.28  0.943
S -1.30 -2.86 -1.61  0.020
H 0.93 -0.16 -0.50  0.115
H 0.73 1.58 1.36  0.024
H -0.68 2.33 0.76  -0.001
H 0.87 2.42 -0.06  0.019

Winner for stability: arrangement 2